Density functional theory data (ωB97M-V/def2-TZVPD) for a cluster of 2 separate species, C9H20N2OS in total.

```
33
Properties=species:S:1:pos:R:3:nbo_charge:R:1
C 1.8879 5.9294 2.8808 0.9723
C -0.3345 -0.8522 -1.1293 0.5746
C 2.7797 6.9818 2.9313 -0.8359
C 1.8365 -3.3929 -2.5974 -0.6164
C -0.7904 -1.3820 2.1203 -0.6128
C -2.3228 0.6100 -0.7900 -0.4157
C -2.3054 -1.1845 -2.4650 -0.4175
C 1.6531 -2.2716 -1.5383 -0.2260
C -0.5107 0.0651 1.9515 -0.4885
N 0.3941 -1.7104 -1.7294 -0.5699
N -1.5652 -0.4873 -1.4030 -0.4066
O 1.0497 5.1797 2.9893 -0.2100
S 0.5334 0.2554 0.4813 0.1246
H 2.6754 7.3712 1.9798 0.3304
H 3.8473 6.4352 2.8034 0.3660
H 2.8376 7.6981 3.7599 0.3772
H 2.4925 -2.9909 -3.4701 0.2461
H 2.2950 -4.3141 -2.2443 0.2566
H 0.8009 -3.6911 -2.9754 0.1993
H -1.2818 -1.4955 3.1006 0.2393
H -1.5620 -1.7677 1.3830 0.2093
H 0.0748 -1.9513 2.0287 0.2188
H -3.4199 0.2853 -0.6556 0.2390
H -1.7196 0.9168 0.0640 0.2295
H -2.4103 1.4750 -1.5776 0.2290
H -1.8019 -0.9036 -3.4463 0.2214
H -2.2528 -2.3445 -2.4592 0.2252
H -3.2511 -0.9120 -2.3804 0.2243
H 2.2891 -1.4218 -1.5703 0.2254
H 1.6013 -2.7065 -0.5235 0.2199
H 0.0349 0.5592 2.6555 0.2357
H -1.4369 0.4548 1.7966 0.2079
H -0.1354 -2.2017 -2.5678 0.4274
```

Results
ΔE to the lowest compared entry with this formula, charge and spin   0.000 eV
Frontier orbital gap   6.8662 eV
Total charge   +2


Density functional theory data (ωB97M-V/def2-TZVPD) for the ion C9H20N4O2 with charge +2.

```
35
Properties=species:S:1:pos:R:3:mulliken_spin:R:1
C -2.4998 0.8210 -1.2554 0.6565
C -0.1282 2.6059 1.1484 0.0151
C -1.3339 2.4332 0.2361 0.0223
C 1.0678 1.9243 0.5052 0.0003
C 1.9181 -0.2680 -0.1172 0.0018
C -0.6197 -1.2988 -0.0749 0.0267
C -1.6302 0.9428 0.0255 0.1675
C -3.9105 1.2303 -1.1633 0.0930
C 2.3722 -3.9338 0.4110 0.0000
N 0.8044 0.4912 0.4142 0.0083
N 1.6269 -1.6710 0.1738 0.0009
N -0.3962 0.1637 -0.3005 0.0145
N 2.6243 -2.6123 -0.2163 0.0001
O -1.9205 0.4498 -2.2507 0.9050
O 0.4549 -2.0032 -0.5858 0.0019
H 0.0867 3.6645 1.2814 0.0038
H -0.3193 2.1708 2.1292 -0.0009
H -2.2155 2.9029 0.6696 0.0002
H -1.1353 2.9155 -0.7245 0.0015
H 1.2764 2.3610 -0.4811 0.0006
H 1.9493 2.0411 1.1350 0.0006
H 2.0705 -0.0998 -1.2040 -0.0023
H 2.8082 0.0334 0.4388 0.0016
H -0.7309 -1.4560 1.0057 -0.0052
H -1.4966 -1.6458 -0.6284 -0.0009
H -2.1019 0.5146 0.9109 0.0136
H -4.0137 2.2373 -1.5752 0.0462
H -4.2868 1.2305 -0.1456 0.0022
H -4.5232 0.5942 -1.8020 0.0269
H 1.4169 -4.3270 0.0681 0.0000
H 3.1621 -4.6297 0.1350 0.0000
H 2.3499 -3.8242 1.4935 0.0000
H -0.3463 0.2987 -1.3611 -0.0022
H 3.5427 -2.2631 0.1020 0.0001
H 2.6639 -2.7339 -1.2497 0.0001
```

Results
Spin multiplicity   3
⟨S²⟩   2.01
Frontier orbital gap (spin up / spin down)   6.4025 / 7.9732 eV
Total charge   +2


Density functional theory data (ωB97M-V/def2-TZVPD) for a structure of composition C9H20N5O3PtS3.

```
41
Properties=species:S:1:pos:R:3:nbo_charge:R:1
Pt 0.2113 0.1087 0.0237 0.7319
N 2.3831 0.1125 0.2341 -0.6290
N 2.8333 1.4368 0.2116 -0.5321
C 1.9318 2.5025 0.1211 0.8760
O 2.3999 3.6369 0.1659 -0.7221
O 0.6944 2.1785 0.0039 -0.7812
H 2.5782 -0.3356 1.1245 0.3808
H 2.7841 -0.4252 -0.5255 0.3685
H 3.8077 1.6360 0.3453 0.3747
S 0.2522 0.2259 3.3363 -0.2785
C -1.1148 1.0995 2.9226 -0.0017
N -1.1786 2.1181 2.1013 -0.5715
C -2.4813 2.6388 1.7369 -0.2269
C -3.4687 1.5313 2.0464 -0.5363
S -2.7429 0.6838 3.4885 0.2091
H -0.3646 2.3824 1.5528 0.4636
H -2.4726 2.8514 0.6683 0.2502
H -2.6883 3.5531 2.3061 0.1718
H -3.4158 0.8155 1.2211 0.2717
H -4.4681 1.9006 2.2731 0.2079
O -1.7076 0.4201 -0.1544 -1.2958
C -2.7442 -2.3392 1.0016 -0.4274
N -2.6688 -2.2339 -0.4532 -0.4243
C -3.8138 -1.5198 -1.0125 -0.4071
C -1.4818 -2.1740 -1.0517 0.4773
S -0.0057 -2.1125 -0.1432 -0.2163
N -1.4493 -2.2157 -2.4052 -0.4506
C -2.3886 -3.0020 -3.1809 -0.4028
C -0.2758 -1.7754 -3.1344 -0.4127
H -3.7488 -2.6795 1.2603 0.1808
H -2.5297 -1.3431 1.3989 0.2616
H -2.0081 -3.0467 1.3687 0.2241
H -3.9837 -0.6562 -0.3707 0.2411
H -4.6889 -2.1738 -1.0558 0.1739
H -3.5858 -1.1267 -1.9963 0.2201
H -3.1191 -3.4770 -2.5335 0.2168
H -1.8409 -3.7842 -3.7171 0.1889
H -2.9158 -2.3858 -3.9149 0.1931
H 0.1840 -0.9447 -2.6018 0.2619
H -0.6018 -1.4346 -4.1195 0.1868
H 0.4518 -2.5840 -3.2548 0.1837
```

Results
ΔE to the lowest compared entry with this formula, charge and spin   2.581 eV
Frontier orbital gap   5.2989 eV
Total charge   -1